# 1
DFT (the ωB97M-V functional and the def2-TZVPD basis) results for one molecule with the formula C3H5NO2 in a non-equilibrium geometry.

Geometry as XYZ:
```
11
Properties=species:S:1:pos:R:3:forces:R:3:lowdin_charge:R:1
C -1.12694 -1.06072 0.09270 -0.26 0.24 0.56 0.07
C 0.00893 -0.38365 0.27051 2.62 -0.21 -2.83 -0.30
N 1.31628 -0.95294 0.12008 -0.64 -0.58 0.46 0.07
C 0.16901 1.08839 0.04310 -0.39 2.03 3.02 -0.46
O 1.18246 1.75315 0.23161 -0.80 -1.52 -1.18 0.08
O -1.01933 1.72854 -0.06326 0.11 0.06 -1.06 0.09
H -2.08514 -0.55286 0.04367 0.29 -0.02 0.02 0.07
H -1.12980 -2.14351 0.04044 0.07 0.07 0.10 0.07
H 1.36731 -1.77921 -0.46656 -0.06 0.28 0.37 0.09
H 2.12456 -0.34026 0.02154 -0.81 -0.02 0.14 0.09
H -0.80732 2.64306 -0.33383 -0.12 -0.32 0.41 0.13
```
Positions in Å, forces in eV/Å.

Its structure (SMILES) is C=C(N)C(=O)O. For the frontier orbital gap, the calculation gives 9.343 eV. The value obtained for the energy relative to the best compared isomer or geometry (same formula, charge and spin) is 25.12 kcal/mol. The energy comes out at -322.534298 Ha.

# 2
DFT (the ωB97M-V functional and the def2-TZVPD basis) results for one molecule with the formula C5H6O.

Geometry as XYZ:
```
12
Properties=species:S:1:pos:R:3:forces:R:3:lowdin_charge:R:1
C 2.80242 0.08589 0.09954 -0.43 0.04 -0.15 0.11
C 1.65432 0.16258 -0.25573 0.49 -0.04 0.17 -0.15
C 0.22534 0.20178 -0.57635 -0.01 0.00 -0.05 -0.21
C -0.60205 0.06831 0.70493 0.00 -0.01 0.00 -0.17
C -2.04198 -0.29542 0.45819 -0.11 -0.03 -0.29 -0.26
O -2.52804 -0.45634 -0.63579 0.19 0.08 0.46 0.05
H 3.82031 0.01180 0.41248 -0.16 0.04 -0.09 0.02
H -0.03152 -0.61163 -1.26388 0.07 0.09 0.12 0.12
H -0.02936 1.13096 -1.09868 0.06 -0.14 0.09 0.13
H -0.17144 -0.70311 1.35744 -0.10 0.07 -0.06 0.12
H -0.57243 0.99511 1.29373 -0.03 -0.13 -0.05 0.13
H -2.65340 -0.42841 1.37668 0.02 0.03 -0.13 0.12
```
Positions in Å, forces in eV/Å.

Its structure (SMILES) is C#CCCC=O. For the frontier orbital gap, the calculation gives 10.806 eV. The value obtained for the energy relative to the best compared isomer or geometry (same formula, charge and spin) is 41.43 kcal/mol. The energy comes out at -269.280218 Ha.

# 3
DFT (the ωB97M-V functional and the def2-TZVPD basis) results for one molecule with the formula C18H16ClNO in a non-equilibrium geometry.

Geometry as XYZ:
```
37
Properties=species:S:1:pos:R:3:forces:R:3:lowdin_charge:R:1
C -0.92780 -3.11607 -1.10757 1.80 1.33 0.32 -0.05
C 0.17160 -1.95655 -1.59726 -0.49 -2.31 1.14 -0.14
N -0.19671 -0.68208 -1.00135 -0.85 -1.09 -1.48 -0.02
C 0.32357 -0.07031 0.13882 -0.66 2.04 -0.89 -0.08
C 1.26678 -0.66343 1.14237 3.67 3.35 -2.40 -0.18
C 0.79674 -1.55522 1.94112 -1.28 -3.68 2.67 -0.08
C 1.57824 -2.21005 2.89642 -1.31 -0.91 0.25 -0.05
C 2.87924 -1.85218 3.12480 0.02 0.94 -1.06 -0.09
C 3.52310 -0.83267 2.39607 -4.86 -0.53 -1.39 -0.03
C 2.64973 -0.30588 1.39280 0.92 0.71 -0.31 0.01
C -0.25466 1.19361 0.18121 2.01 -0.78 -1.99 -0.02
C 0.01547 2.20532 1.22197 -3.60 0.33 -0.12 -0.43
O -0.47313 1.95039 2.30142 0.96 -0.19 1.15 0.10
C 0.33171 3.68879 0.99012 -1.97 -1.11 1.00 -0.59
Cl 1.99755 3.79527 1.23109 2.58 0.78 0.42 0.68
C -1.08066 1.33625 -1.06157 1.03 2.69 4.34 -0.14
C -1.84679 2.43337 -1.33909 -1.94 -1.27 -3.46 -0.01
C -2.76576 2.34092 -2.42302 0.90 0.06 1.03 -0.06
C -2.93091 1.08472 -3.01115 0.59 -1.63 0.48 -0.09
C -2.18538 -0.06967 -2.60444 -0.21 1.31 -0.56 0.01
C -1.17386 0.14063 -1.65614 0.96 -2.58 -0.10 -0.17
H -0.85785 -4.05486 -1.67709 0.11 0.41 0.12 0.06
H -1.91869 -2.66632 -1.24544 0.19 -0.26 0.17 0.05
H -0.73087 -3.33175 -0.01325 -0.39 0.25 -1.27 0.06
H 1.21410 -2.21942 -1.22524 -1.33 0.18 -0.59 0.13
H 0.16131 -1.94282 -2.71951 0.08 0.41 1.09 0.12
H -0.19701 -1.84085 1.74119 -1.23 -0.65 0.43 0.11
H 1.03220 -3.04241 3.38684 0.96 0.60 0.11 0.12
H 3.48771 -2.33601 3.79470 0.93 -1.38 1.86 0.07
H 4.48072 -0.50328 2.69453 0.88 0.45 -0.40 0.09
H 3.07142 0.42339 0.73562 0.16 0.61 -0.36 0.09
H 0.07386 4.03779 0.03373 -0.16 0.27 -1.42 0.04
H -0.30455 4.23771 1.72381 0.92 -0.31 -0.30 0.11
H -1.73979 3.30729 -0.81962 0.15 2.07 1.26 0.07
H -3.33358 3.22174 -2.75173 0.18 -0.56 0.19 0.10
H -3.68826 0.87386 -3.75594 -0.02 0.38 -0.06 0.09
H -2.44878 -1.01924 -3.05922 0.32 0.04 0.12 0.10
```
Positions in Å, forces in eV/Å.

Its structure (SMILES) is CCn1c(-c2ccccc2)c(C(=O)CCl)c2ccccc21. For the frontier orbital gap, the calculation gives 8.655 eV. The value obtained for the energy relative to the best compared isomer or geometry (same formula, charge and spin) is 6.55 kcal/mol. The energy comes out at -1285.612247 Ha.

# 4
DFT (the ωB97M-V functional and the def2-TZVPD basis) results for C19H39HfNOP2 as an isolated structure in a non-equilibrium geometry.

Geometry as XYZ:
```
63
Properties=species:S:1:pos:R:3:forces:R:3:lowdin_charge:R:1
Hf -0.48492 0.46242 0.04079 1.85 -6.30 2.75 1.14
P -1.26972 0.01446 -2.43608 -0.48 -0.91 -1.02 0.74
P 0.89053 0.19519 2.54240 0.11 -0.02 0.20 0.76
N 0.15290 -1.41237 -0.00850 -0.75 3.05 -0.25 -0.21
H -0.77887 1.95313 -0.89807 1.34 4.30 -1.11 0.05
C 0.04158 0.17777 -3.69786 0.22 0.13 -0.16 -0.24
H -0.40738 0.30363 -4.69311 0.18 -0.09 0.22 0.05
H 0.66706 -0.72465 -3.68420 -0.16 0.26 0.04 0.05
H 0.67960 1.04023 -3.47791 -0.16 -0.29 -0.23 0.01
C -2.63661 0.98948 -3.15844 -0.08 0.20 -0.04 -0.27
H -2.75857 0.73788 -4.22216 -0.03 0.12 0.29 0.05
H -2.40891 2.05846 -3.05202 -0.12 -0.20 -0.10 0.04
H -3.57319 0.78159 -2.62195 0.28 0.05 -0.11 0.04
C -1.82947 -1.70461 -2.76783 -0.07 -0.02 0.15 -0.25
H -2.36473 -1.75250 -3.72728 0.17 0.04 0.22 0.05
H -2.49332 -2.04888 -1.96556 0.15 0.09 -0.16 0.04
H -0.96012 -2.37394 -2.79770 -0.19 0.19 0.12 0.04
C 2.69433 0.37397 2.23721 0.00 0.07 -0.27 -0.27
H 3.23950 0.41493 3.19193 -0.16 -0.08 -0.25 0.05
H 2.88664 1.28465 1.65753 -0.04 -0.25 0.19 0.03
H 3.03223 -0.48855 1.64985 -0.03 0.18 0.11 0.05
C 0.68741 1.47410 3.83598 0.07 0.06 0.33 -0.29
H 1.52625 1.42495 4.54495 -0.25 0.10 -0.07 0.04
H -0.25755 1.33459 4.37531 0.26 0.09 -0.10 0.03
H 0.67492 2.46404 3.35909 0.01 -0.23 0.13 0.03
C 0.93312 -1.37087 3.49224 -0.23 -0.01 0.11 -0.27
H 1.49239 -1.24154 4.43100 -0.14 -0.06 -0.25 0.05
H 1.41414 -2.14625 2.88088 -0.19 0.20 0.10 0.04
H -0.09128 -1.69434 3.71341 0.23 -0.01 0.02 0.04
C 0.36172 -2.72556 -0.00444 0.28 -1.40 -0.23 -0.47
C 1.63120 -4.65839 -0.81556 -0.32 -0.06 0.26 -0.13
C 1.46048 -3.28678 -0.73743 -0.61 0.20 0.34 -0.07
C -0.50349 -3.63798 0.70057 0.45 0.86 -0.43 -0.07
C -0.31013 -5.00283 0.60216 0.07 -0.15 0.05 -0.13
C 0.74364 -5.52391 -0.15409 0.22 0.04 -0.17 -0.14
H 2.46190 -5.05336 -1.39539 -0.12 -0.07 0.10 0.09
H 2.12569 -2.57345 -1.23577 -0.18 -0.35 0.12 0.09
H -1.32087 -3.20055 1.28855 0.30 -0.28 -0.26 0.09
H -0.99659 -5.67358 1.12802 0.27 0.14 -0.19 0.10
H 0.88311 -6.59786 -0.22998 -0.03 0.11 0.03 0.08
C 0.36372 2.74860 -0.49850 0.24 -2.04 0.89 -0.56
O 1.08144 1.75012 0.18819 -0.83 1.95 -1.09 -0.40
C 1.13591 3.23820 -1.70160 -0.40 0.07 -0.51 -0.04
H 0.68599 4.15108 -2.10217 0.09 -0.11 -0.06 0.08
H 1.17122 2.49557 -2.49849 0.13 0.12 0.19 0.04
H 2.16682 3.45423 -1.39324 -0.30 -0.05 0.07 0.10
C -0.10588 3.87037 0.41316 -0.59 0.33 -0.01 -0.05
H 0.66961 4.10700 1.16162 -0.20 -0.23 -0.38 0.10
H -1.04136 3.63062 0.94458 0.39 -0.02 -0.10 0.07
H -0.29615 4.77001 -0.18814 -0.03 -0.16 0.26 0.08
C -2.75126 1.40689 2.84263 -0.16 0.11 0.23 -0.11
C -3.51519 0.64011 1.76927 -0.17 -0.31 -0.17 -0.54
C -4.57135 1.52393 1.09923 0.00 -0.03 0.21 -0.10
C -2.58984 -0.03044 0.74554 -0.37 0.60 0.43 -0.31
H -2.13686 2.21279 2.41373 -0.07 -0.14 -0.02 0.06
H -2.08878 0.75007 3.41961 -0.12 0.05 -0.20 0.05
H -3.44928 1.87295 3.55201 0.15 -0.05 -0.05 0.08
H -4.05956 -0.17191 2.28203 -0.06 0.29 0.04 0.12
H -4.12008 2.35252 0.54082 0.07 -0.06 0.03 0.07
H -5.18264 0.94025 0.40327 0.09 0.05 0.03 0.07
H -5.24574 1.95180 1.85107 0.07 0.01 -0.13 0.07
H -2.22094 -0.98040 1.18305 -0.15 0.15 -0.24 0.02
H -3.19134 -0.30667 -0.13696 0.10 -0.22 0.09 0.02
```
Positions in Å, forces in eV/Å.

For the frontier orbital gap, the calculation gives 6.507 eV. The energy comes out at -1608.041579 Ha.